Entry 1:
A single C4H5ClO molecule at a distorted geometry. Source: the OMol25 dataset; level of theory: ωB97M-V with the def2-TZVPD basis set.

Output
total charge = 0
multiplicity = 1
structure (SMILES) = O=C(Cl)C1CC1
energy relative to the best compared isomer or geometry (same formula, charge and spin) = 17.9 kcal/mol
HOMO-LUMO gap = 11.189 eV

Last column: natural (NBO) charge in e.
Positions of all 11 atoms, in Å:
O  0.4578  2.0710  -0.6780  -0.469
C  0.4500  1.3645  0.2662  0.732
Cl  0.5557  2.1855  2.1686  -0.309
C  0.3484  -0.0540  0.4377  -0.415
C  -0.9700  -0.6827  -0.0598  -0.350
C  0.2845  -0.7769  -0.8964  -0.392
H  0.5161  -0.6439  1.2980  0.274
H  -1.8031  -0.0622  -0.2662  0.234
H  -1.1149  -1.7015  0.4428  0.227
H  0.7917  -1.7104  -1.0964  0.232
H  0.4838  0.0106  -1.6164  0.236

=====

Entry 2:
A single C4H5ClO3S molecule at a distorted geometry. Source: the OMol25 dataset; level of theory: ωB97M-V with the def2-TZVPD basis set.

Output
total charge = 0
multiplicity = 1
structure (SMILES) = O=S1(=O)C=C[C@H](O)[C@H]1Cl
energy relative to the best compared isomer or geometry (same formula, charge and spin) = 6.0 kcal/mol
HOMO-LUMO gap = 11.147 eV

Last column: natural (NBO) charge in e.
Positions of all 14 atoms, in Å:
O  -2.3675  1.1767  0.2878  -0.896
S  -1.1289  0.8524  -0.2221  2.161
O  -0.6054  1.5920  -1.3643  -0.924
C  0.0761  0.9902  1.0715  -0.492
C  1.0312  0.1205  0.9362  -0.130
C  0.8089  -0.8282  -0.2988  0.009
O  1.2572  -0.1937  -1.4840  -0.695
C  -0.6463  -0.9394  -0.3233  -0.478
Cl  -1.2652  -1.9098  1.0209  0.003
H  -0.0707  1.8110  1.7148  0.247
H  1.8609  0.0195  1.4850  0.216
H  1.3470  -1.8928  -0.1628  0.226
H  0.8020  0.6380  -1.4334  0.482
H  -1.0994  -1.4364  -1.2273  0.272

=====

Entry 3:
2 unconnected molecules or ions with the total composition C4H5ClOS at a distorted geometry. Source: the OMol25 dataset; level of theory: ωB97M-V with the def2-TZVPD basis set.

Output
total charge = 0
multiplicity = 1
structure (SMILES) = ClSC1=CC1.C=O
energy relative to the best compared isomer or geometry (same formula, charge and spin) = 89.8 kcal/mol
HOMO-LUMO gap = 8.146 eV

Last column: natural (NBO) charge in e.
Positions of all 12 atoms, in Å:
Cl  -3.4631  0.9166  0.2952  -0.157
S  -1.7829  -0.2699  0.4227  0.448
C  -0.8099  1.0431  0.3602  -0.276
C  -0.7017  2.3656  0.4317  -0.216
C  0.5402  1.6240  0.2092  -0.385
H  -1.1248  3.3001  0.1326  0.233
H  0.9717  1.4697  -0.7800  0.180
H  1.1131  1.5007  1.0854  0.184
C  -1.1861  -2.9671  -0.7633  0.263
O  -1.8617  -3.4539  0.1003  -0.503
H  -1.6486  -2.5120  -1.6083  0.126
H  0.0054  -2.8634  -0.6071  0.103

=====

Entry 4:
A single C4H5ClOSi molecule at a distorted geometry. Source: the OMol25 dataset; level of theory: ωB97M-V with the def2-TZVPD basis set.

Output
total charge = 0
multiplicity = 1
structure (SMILES) = CC(=O)[SiH2]C#CCl
energy relative to the best compared isomer or geometry (same formula, charge and spin) = 51.0 kcal/mol
HOMO-LUMO gap = 9.863 eV

Last column: natural (NBO) charge in e.
Positions of all 12 atoms, in Å:
C  0.4287  -1.1802  0.5269  -0.733
C  -0.8450  -0.8569  -0.2330  0.259
O  -1.5185  -1.8012  -0.6271  -0.530
Si  -1.6271  0.8789  -0.6092  1.014
C  -3.2919  0.4776  -0.1808  -0.537
C  -4.3473  0.0069  0.1322  -0.024
Cl  -5.7420  -0.7169  0.5319  0.149
H  1.0363  -1.8428  0.0023  0.239
H  0.2237  -1.7727  1.4780  0.248
H  1.1101  -0.3806  0.7833  0.217
H  -1.2304  0.9912  -1.9203  -0.163
H  -1.3948  2.2934  0.4202  -0.137

=====

Entry 5:
A single C4H5ClS molecule at a distorted geometry. Source: the OMol25 dataset; level of theory: ωB97M-V with the def2-TZVPD basis set.

Output
total charge = 0
multiplicity = 1
structure (SMILES) = CC(=S)/C=C/Cl
energy relative to the best compared isomer or geometry (same formula, charge and spin) = 18.2 kcal/mol
HOMO-LUMO gap = 7.803 eV

Last column: natural (NBO) charge in e.
Positions of all 11 atoms, in Å:
C  1.4841  0.8833  0.0409  -0.680
C  0.6218  -0.3037  -0.0698  -0.062
S  1.2158  -1.8528  -0.1004  -0.015
C  -0.7928  0.0250  -0.2018  -0.327
C  -1.7400  -0.9224  0.1139  -0.126
Cl  -3.4032  -0.6398  -0.0651  0.047
H  1.6249  1.1679  1.0928  0.247
H  2.4683  0.8012  -0.3597  0.241
H  1.0022  1.7336  -0.4345  0.213
H  -1.0428  0.9827  -0.5712  0.222
H  -1.4383  -1.8750  0.5548  0.239

=====

Entry 6:
A single C4H5ClS molecule at a distorted geometry. Source: the OMol25 dataset; level of theory: ωB97M-V with the def2-TZVPD basis set.

Output
total charge = 0
multiplicity = 1
structure (SMILES) = CC(=S)/C=C/Cl
energy relative to the best compared isomer or geometry (same formula, charge and spin) = 28.0 kcal/mol
HOMO-LUMO gap = 7.712 eV

Last column: natural (NBO) charge in e.
Positions of all 11 atoms, in Å:
C  1.4471  0.9580  0.0371  -0.673
C  0.6581  -0.3721  -0.0984  -0.092
S  1.4427  -1.8272  -0.0225  0.016
C  -0.7449  -0.1023  -0.0610  -0.327
C  -1.8209  -0.9385  0.0293  -0.134
Cl  -3.4732  -0.6855  -0.0218  0.083
H  1.3246  1.4659  1.0141  0.239
H  2.6061  0.7755  -0.1399  0.238
H  1.1004  1.6740  -0.7519  0.222
H  -0.9719  1.0192  -0.1846  0.210
H  -1.5682  -1.9670  0.1996  0.219

=====

Entry 7:
A single C4H5ClS molecule at a distorted geometry. Source: the OMol25 dataset; level of theory: ωB97M-V with the def2-TZVPD basis set.

Output
total charge = 0
multiplicity = 1
structure (SMILES) = SCC#CCCl
energy relative to the best compared isomer or geometry (same formula, charge and spin) = 40.3 kcal/mol
HOMO-LUMO gap = 10.186 eV

Last column: natural (NBO) charge in e.
Positions of all 11 atoms, in Å:
S  -2.9135  -0.3054  -0.6518  -0.031
C  -1.6514  0.9411  -0.0195  -0.563
C  -0.3056  0.4039  0.0370  -0.005
C  0.7974  -0.0881  0.0876  -0.007
C  2.1547  -0.6357  0.1171  -0.457
Cl  3.4644  0.2281  -0.6608  -0.028
H  -2.4526  -1.2318  0.1655  0.119
H  -2.0553  1.3231  0.9091  0.243
H  -1.7860  1.7504  -0.8040  0.252
H  2.5042  -0.7661  1.1157  0.237
H  2.2436  -1.6196  -0.2960  0.240

=====

Entry 8:
A single C4H5ClS2 molecule at a distorted geometry. Source: the OMol25 dataset; level of theory: ωB97M-V with the def2-TZVPD basis set.

Output
total charge = 0
multiplicity = 1
structure (SMILES) = CSC(=S)/C=C/Cl
energy relative to the best compared isomer or geometry (same formula, charge and spin) = 24.7 kcal/mol
HOMO-LUMO gap = 8.052 eV

Last column: natural (NBO) charge in e.
Positions of all 12 atoms, in Å:
C  -3.3355  0.1066  0.1778  -0.777
S  -2.0798  -1.1099  -0.0206  0.375
C  -0.6453  -0.0913  -0.0232  -0.315
S  -0.6303  1.5603  -0.1025  -0.045
C  0.8082  -0.6835  -0.2134  -0.293
C  1.8089  0.1021  0.1299  -0.151
Cl  3.5194  -0.2484  0.0687  0.003
H  -4.2113  -0.4118  0.5831  0.240
H  -3.4815  0.5618  -0.8222  0.244
H  -3.0799  0.8105  0.9759  0.255
H  0.8732  -1.6915  -0.6085  0.229
H  1.6127  1.1449  0.2468  0.236

=====

Entry 9:
A molecular structure, C4H5CsO2 at a distorted geometry. Source: the OMol25 dataset; level of theory: ωB97M-V with the def2-TZVPD basis set.

Output
total charge = +2
multiplicity = 1
energy relative to the best compared isomer or geometry (same formula, charge and spin) = 42.7 kcal/mol
HOMO-LUMO gap = 6.139 eV

Last column: natural (NBO) charge in e.
Positions of all 12 atoms, in Å:
O  -0.0951  1.5856  1.2999  -0.322
C  0.1252  2.6343  0.7350  0.325
C  0.8168  2.3236  -0.4978  0.434
C  1.1673  1.5957  -1.4821  -0.415
C  -0.8402  -1.8951  0.3433  0.265
H  0.0034  3.6531  1.1332  0.239
H  1.8828  1.9788  -2.2259  0.361
H  -0.7710  -0.8575  0.9228  0.125
H  -1.4792  -1.8443  -0.5570  0.128
Cs  -0.9760  -6.6707  0.9353  0.999
O  -0.6549  -2.9641  0.8893  -0.517
H  0.8209  0.4605  -1.4960  0.378

=====

Entry 10:
A molecular structure, C4H5CuLiO3 at a distorted geometry. Source: the OMol25 dataset; level of theory: ωB97M-V with the def2-TZVPD basis set.

Output
total charge = +2
⟨S²⟩ = 0.778
multiplicity = 2
HOMO-LUMO gap (alpha / beta) = 9.675 / 6.965 eV

Last column: Löwdin spin population.
Positions of all 14 atoms, in Å:
Cu  2.4271  -0.2405  0.4276  0.235
O  0.8403  1.0251  0.3412  0.013
C  0.2062  1.9780  1.2297  0.002
H  0.1027  2.9175  0.6790  0.000
H  -0.7950  1.6254  1.4945  0.000
H  0.8729  2.0444  2.0920  0.000
C  -0.2198  -2.1789  -0.3067  0.320
C  0.2966  -1.1049  -0.9177  0.047
O  1.5851  -0.7594  -1.1138  0.367
C  0.1010  0.5001  -0.6495  -0.005
O  -0.9616  0.9850  -0.9569  -0.004
Li  -2.6198  0.3126  -1.5564  0.000
H  -1.2113  -2.0982  0.1350  0.015
H  0.4141  -3.0418  -0.0840  0.010